Entry A
This record from the OMol25 dataset describes a structure of composition C7H18MgO6S3. The level of theory is wB97M-V/def2-TZVPD.

Computed properties:
* HOMO energy: -5.71 eV
* 2S+1: 1

Last column: natural (NBO) charge in e.
Cartesian coordinates (Å):
1 Mg -0.55 0.20 -0.65  1.809
2 C -1.34 1.24 -2.32  0.909
3 O -1.16 -0.01 -2.52  -0.868
4 O -2.05 1.33 -1.21  -0.967
5 O -0.22 1.67 -1.78  -0.982
6 C 2.52 -0.21 -2.97  -0.862
7 S 2.25 -1.25 -1.51  1.278
8 O 1.01 -0.78 -0.84  -1.058
9 C 1.68 -2.69 -2.49  -0.823
10 H 3.10 -0.65 -3.78  0.235
11 H 2.86 0.77 -2.63  0.243
12 H 1.58 0.15 -3.41  0.296
13 H 0.81 -2.43 -3.08  0.263
14 H 1.33 -3.49 -1.83  0.237
15 H 2.46 -3.14 -3.11  0.226
16 C 2.11 2.54 0.73  -0.820
17 S 0.60 2.14 1.70  1.281
18 O 0.13 0.86 1.02  -1.063
19 C 1.52 1.52 3.19  -0.821
20 H 2.71 3.37 1.09  0.232
21 H 1.83 2.78 -0.29  0.279
22 H 2.68 1.61 0.67  0.232
23 H 2.24 2.22 3.61  0.235
24 H 1.90 0.50 3.26  0.252
25 H 0.71 1.51 3.93  0.226
26 C -3.30 -2.28 1.89  -0.809
27 S -1.99 -0.99 1.80  1.241
28 O -1.24 -1.25 0.50  -1.048
29 C -3.16 0.33 1.36  -0.848
30 H -2.94 -3.28 2.12  0.243
31 H -4.00 -2.14 1.07  0.245
32 H -3.87 -2.11 2.80  0.227
33 H -4.06 0.44 1.96  0.232
34 H -3.56 0.25 0.35  0.294
35 H -2.58 1.25 1.37  0.255

***

Entry B
This record from the OMol25 dataset describes a structure of composition C7H18MgO6S3. The level of theory is wB97M-V/def2-TZVPD.

Computed properties:
* HOMO energy: -6.55 eV
* 2S+1: 1

Last column: natural (NBO) charge in e.
Cartesian coordinates (Å):
1 Mg -13.61 -21.89 52.25  1.821
2 C -14.86 -23.60 52.17  0.890
3 O -14.45 -23.30 50.93  -0.951
4 O -13.83 -23.83 52.99  -0.939
5 O -15.51 -22.55 52.62  -0.911
6 C -11.74 -21.54 49.03  -0.840
7 S -10.81 -21.93 50.51  1.289
8 O -11.81 -21.91 51.62  -1.078
9 C -10.58 -23.68 50.23  -0.847
10 H -11.15 -21.80 48.15  0.235
11 H -11.90 -20.47 48.96  0.234
12 H -12.71 -22.05 49.08  0.273
13 H -10.33 -23.90 49.19  0.233
14 H -11.51 -24.16 50.56  0.292
15 H -9.85 -24.09 50.91  0.242
16 C -11.03 -22.31 54.64  -0.823
17 S -12.35 -21.16 55.04  1.271
18 O -13.09 -20.95 53.75  -1.084
19 C -13.39 -22.34 55.92  -0.848
20 H -10.34 -21.73 54.02  0.237
21 H -11.39 -23.22 54.17  0.270
22 H -10.49 -22.44 55.59  0.224
23 H -13.85 -22.95 55.13  0.312
24 H -14.16 -21.78 56.45  0.239
25 H -12.80 -23.02 56.52  0.230
26 C -15.32 -20.40 49.28  -0.829
27 S -14.94 -19.30 50.66  1.275
28 O -13.82 -19.94 51.42  -1.058
29 C -14.19 -17.97 49.69  -0.808
30 H -14.50 -20.36 48.56  0.210
31 H -16.23 -20.01 48.82  0.231
32 H -15.47 -21.40 49.69  0.308
33 H -13.39 -18.38 49.08  0.222
34 H -13.87 -17.23 50.41  0.244
35 H -14.99 -17.56 49.07  0.233

***

Most stable structure - entry B; separation to the second - 333.5 kJ/mol.

***

Entry A
This record from the OMol25 dataset describes an isolated molecule of C2H6N2S2. The level of theory is wB97M-V/def2-TZVPD.

Computed properties:
* HOMO energy: -8.83 eV
* 2S+1: 1
* SMILES string: [H]/N=C(\NS)SC

Last column: natural (NBO) charge in e.
Cartesian coordinates (Å):
1 H 0.63 2.54 0.25  0.352
2 N 1.00 1.63 -0.11  -0.723
3 C 0.24 0.69 -0.14  0.226
4 N -1.16 0.88 0.08  -0.795
5 S -2.26 -0.45 0.15  0.169
6 S 0.86 -0.87 -0.16  0.247
7 C 2.68 -0.46 0.23  -0.693
8 H -1.60 1.82 -0.30  0.411
9 H -2.04 -1.18 -1.07  0.106
10 H 2.90 0.13 -0.70  0.247
11 H 3.27 -1.29 0.46  0.219
12 H 2.79 0.17 1.18  0.235

***

Entry B
This record from the OMol25 dataset describes an isolated molecule of C2H6N2S2. The level of theory is wB97M-V/def2-TZVPD.

Computed properties:
* HOMO energy: -9.02 eV
* 2S+1: 1
* SMILES string: [H]/N=C(\CS)NS

Last column: natural (NBO) charge in e.
Cartesian coordinates (Å):
1 H 0.19 -2.19 -1.28  0.377
2 N 0.47 -1.58 -0.40  -0.737
3 C 0.09 -0.37 -0.15  0.408
4 C -0.72 0.41 -1.19  -0.556
5 S -0.19 2.19 -1.02  -0.102
6 N 0.07 0.09 1.12  -0.743
7 S 0.07 -0.85 2.60  0.160
8 H -1.77 0.49 -0.88  0.243
9 H -0.51 0.01 -2.28  0.246
10 H 1.20 2.15 -0.54  0.158
11 H -0.31 0.97 1.32  0.407
12 H 1.42 -1.32 2.68  0.138

***

Entry C
This record from the OMol25 dataset describes an isolated molecule of C2H6N2S2. The level of theory is wB97M-V/def2-TZVPD.

Computed properties:
* HOMO energy: -8.97 eV
* 2S+1: 1
* SMILES string: [H]/N=C(\CS)NS

Last column: natural (NBO) charge in e.
Cartesian coordinates (Å):
1 H -0.77 -0.65 1.79  0.333
2 N -0.18 -1.13 1.17  -0.672
3 C 0.04 -0.23 0.30  0.388
4 C -0.36 1.30 0.30  -0.589
5 S -1.19 1.68 -1.31  -0.044
6 N 1.21 -0.40 -0.44  -0.761
7 S 2.16 -1.95 -0.56  0.144
8 H 0.60 1.95 0.50  0.268
9 H -1.25 1.55 0.92  0.239
10 H -1.94 0.49 -1.06  0.141
11 H 0.75 -0.01 -1.41  0.388
12 H 0.93 -2.61 -0.20  0.165

***

Most stable structure - entry A; separation to the second - 18.1 kJ/mol.

***

Entry A
This record from the OMol25 dataset describes a cluster of 2 separate species, C7H9N2O in total. The level of theory is wB97M-V/def2-TZVPD.

Computed properties:
* charge: +1
* HOMO energy: -12.63 eV
* 2S+1: 1

Last column: natural (NBO) charge in e.
Cartesian coordinates (Å):
1 C 3.43 -0.62 -0.58  -0.115
2 C 3.27 -0.02 0.61  -0.236
3 C 2.32 -0.74 -1.43  -0.278
4 C 2.02 0.47 1.03  0.081
5 C -0.46 0.28 0.36  -0.250
6 C -1.02 -0.30 -0.75  0.550
7 C 1.10 -0.38 -0.89  0.319
8 N 0.95 0.22 0.25  -0.325
9 N -4.26 0.56 0.36  -1.068
10 O -2.27 -0.35 -1.12  -0.695
11 H 4.41 -1.08 -0.89  0.261
12 H 4.15 0.01 1.24  0.260
13 H 2.40 -1.42 -2.34  0.278
14 H 1.81 0.96 1.98  0.247
15 H -0.87 0.85 1.10  0.220
16 H -5.02 0.14 -0.13  0.392
17 H -4.10 0.17 1.32  0.398
18 H -4.65 1.46 0.54  0.402
19 H -3.22 -0.21 -0.64  0.561

***

Entry B
This record from the OMol25 dataset describes the ion C7H9N2O with charge +1. The level of theory is wB97M-V/def2-TZVPD.

Computed properties:
* charge: +1
* HOMO energy: -11.75 eV
* 2S+1: 1
* SMILES string: C=C[C@@H]1CCC(N=C=O)=[NH+]1

Last column: natural (NBO) charge in e.
Cartesian coordinates (Å):
1 C -1.95 1.13 -0.33  -0.370
2 C -1.27 0.47 -1.49  -0.224
3 C -0.01 -0.59 -1.41  -0.095
4 C -0.03 -1.82 -0.33  -0.417
5 C 0.20 -1.06 1.13  -0.491
6 C 1.22 0.10 0.56  0.549
7 N 2.25 0.96 1.26  -0.534
8 C 1.58 1.90 2.04  0.888
9 O 1.20 2.76 3.00  -0.395
10 N 1.10 0.27 -0.79  -0.490
11 H -2.91 0.71 0.21  0.251
12 H -1.50 2.15 0.06  0.229
13 H -1.69 0.75 -2.57  0.259
14 H 0.24 -1.11 -2.42  0.275
15 H -0.84 -2.66 -0.41  0.283
16 H 1.02 -2.36 -0.47  0.236
17 H 0.68 -1.70 1.99  0.287
18 H -0.89 -0.77 1.45  0.285
19 H 1.61 0.88 -1.48  0.473

***

Entry C
This record from the OMol25 dataset describes the ion C7H9N2O with charge +1. The level of theory is wB97M-V/def2-TZVPD.

Computed properties:
* charge: +1
* HOMO energy: -13.74 eV
* 2S+1: 1

Last column: natural (NBO) charge in e.
Cartesian coordinates (Å):
1 C -0.23 0.98 1.52  0.122
2 C 0.05 1.65 0.35  -0.354
3 C 1.55 -0.98 -1.25  0.124
4 C -0.71 -0.41 1.45  -0.526
5 C -1.47 -0.77 0.22  -0.378
6 C -0.23 1.10 -0.86  0.148
7 C -0.62 -0.31 -1.00  -0.226
8 N 0.32 -1.31 -1.23  -0.191
9 N 2.01 0.26 -0.98  0.114
10 O 3.12 0.57 -0.63  -0.144
11 H 0.27 1.26 2.46  0.252
12 H 0.47 2.68 0.32  0.270
13 H 2.24 -1.80 -1.17  0.220
14 H 0.06 -1.12 1.68  0.277
15 H -1.31 -0.74 2.28  0.274
16 H -1.69 -1.80 0.12  0.254
17 H -2.37 -0.30 0.46  0.238
18 H -0.25 1.53 -1.88  0.258
19 H -1.21 -0.50 -1.86  0.268

***

Most stable structure - entry A; separation to the second - 148.4 kJ/mol.